1.
{
  "formula": "C21H26N2O7S",
  "method": "wB97M-V/def2-TZVPD",
  "lumo_energy_ha": 0.0219,
  "relative_energy_kcal_mol": 106.6,
  "smiles": "COCCN(CCOC)C(=O)c1ccc(NS(=O)(=O)c2ccc3c(c2)OCCO3)cc1",
  "largest_force_ev_per_a": 0.90,
  "species": ["C", "H", "O", "C", "C", "N", "C", "O", "C", "C", "C", "C", "C", "C", "H", "H", "N", "S", "O", "O", "C", "C", "C", "C", "C", "C", "H", "H", "O", "C", "C", "H", "O", "H", "H", "H", "H", "H", "H", "H", "C", "H", "C", "O", "C", "H", "H", "H", "H", "H", "H", "H", "H", "H", "H", "H", "H"],
  "coordinates": [[1.25326, 4.78492, 2.53018], [1.69395, 5.75712, 2.78150], [0.98065, 4.70061, 1.14671], [2.06583, 5.00505, 0.31409], [3.19984, 3.95940, 0.33536], [2.69748, 2.61757, 0.13134], [2.64648, 1.78509, 1.20104], [3.05017, 2.11754, 2.30357], [2.05713, 0.43393, 0.96460], [0.70513, 0.28596, 0.67381], [0.17202, -0.96822, 0.44870], [0.99160, -2.09140, 0.50173], [2.32974, -1.94899, 0.85469], [2.85477, -0.69425, 1.09530], [3.89578, -0.58045, 1.35318], [2.95871, -2.82466, 0.92577], [0.45018, -3.34030, 0.19307], [-0.51156, -3.48526, -1.18719], [-0.33978, -4.84116, -1.61641], [-0.21764, -2.42441, -2.10613], [-2.15576, -3.27923, -0.52836], [-2.95221, -2.25253, -0.98805], [-4.22959, -2.08926, -0.46542], [-4.67594, -2.95878, 0.54182], [-3.86200, -4.00513, 0.96749], [-2.60143, -4.17132, 0.42880], [-1.95822, -4.97686, 0.73994], [-4.24316, -4.66755, 1.72755], [-5.89731, -2.81278, 1.13084], [-6.51246, -1.56826, 0.86793], [-6.37803, -1.21809, -0.61236], [-6.84788, -0.26063, -0.83980], [-5.01450, -1.08605, -0.95653], [-6.84011, -2.01030, -1.21630], [-7.55783, -1.67326, 1.16038], [-6.03634, -0.78389, 1.47105], [-2.59015, -1.58548, -1.75328], [1.09438, -4.11350, 0.27024], [-0.87283, -1.08627, 0.21221], [0.06791, 1.15797, 0.62864], [2.38734, 2.23076, -1.22687], [2.05336, 3.12053, -1.76461], [3.60476, 1.63224, -1.96147], [3.87537, 0.29325, -1.63318], [3.07377, -0.65275, -2.30301], [2.02145, -0.60943, -2.00600], [3.47060, -1.62902, -2.03491], [3.14146, -0.52017, -3.38937], [3.44942, 1.73040, -3.04629], [4.50642, 2.18651, -1.68401], [1.57735, 1.50177, -1.23438], [3.69566, 3.96904, 1.30849], [3.92757, 4.21424, -0.43997], [1.63551, 5.07300, -0.68945], [2.49710, 5.98401, 0.57717], [0.29255, 4.68342, 3.03125], [1.92005, 3.98529, 2.86492]],
  "lowdin_charge": [-0.096, 0.090, -0.182, -0.211, -0.117, -0.037, -0.407, 0.058, -0.150, -0.015, -0.017, -0.304, -0.014, -0.010, 0.129, 0.116, -0.049, 0.672, -0.282, -0.276, -0.293, 0.023, -0.183, -0.190, 0.026, -0.054, 0.117, 0.126, -0.015, -0.140, -0.142, 0.135, -0.015, 0.141, 0.135, 0.141, 0.132, 0.118, 0.098, 0.130, -0.109, 0.125, -0.191, -0.187, -0.095, 0.076, 0.093, 0.093, 0.122, 0.126, 0.111, 0.122, 0.127, 0.116, 0.124, 0.090, 0.069]
}



2.
{
  "formula": "C21H26N4O5S2",
  "method": "wB97M-V/def2-TZVPD",
  "lumo_energy_ha": -0.0027,
  "relative_energy_kcal_mol": 0.0,
  "smiles": "CCN(CC)S(=O)(=O)c1ccc(C(=O)NCCC/N=C2\\NS(=O)(=O)c3ccccc32)cc1",
  "largest_force_ev_per_a": 1.15,
  "species": ["C", "H", "H", "H", "C", "N", "S", "O", "O", "C", "C", "C", "C", "C", "C", "H", "H", "C", "O", "N", "H", "C", "H", "H", "C", "H", "H", "C", "N", "C", "N", "S", "O", "O", "C", "C", "C", "C", "C", "C", "H", "H", "H", "H", "H", "H", "H", "H", "H", "C", "C", "H", "H", "H", "H", "H", "H", "H"],
  "coordinates": [[-1.29806, -1.70667, -4.18201], [-2.09488, -2.41360, -4.39709], [-0.43249, -1.97851, -4.78134], [-1.03518, -1.79056, -3.13007], [-1.77485, -0.29363, -4.51601], [-0.85294, 0.76059, -4.15944], [-1.05678, 1.42816, -2.65888], [-0.18641, 2.56559, -2.56417], [-2.46382, 1.63684, -2.46391], [-0.50376, 0.22574, -1.44864], [-1.43992, -0.47020, -0.70811], [-1.00901, -1.32745, 0.28703], [0.35186, -1.48048, 0.53363], [1.28434, -0.82287, -0.26212], [0.85106, 0.04242, -1.25168], [1.55410, 0.60052, -1.84837], [2.34068, -0.97078, -0.10575], [0.75081, -2.32465, 1.70654], [0.22679, -3.39055, 1.96198], [1.69971, -1.74706, 2.47291], [2.09657, -0.86354, 2.17821], [2.10796, -2.33393, 3.73366], [2.42425, -3.36589, 3.54327], [2.96286, -1.76927, 4.11192], [0.98037, -2.38378, 4.77367], [0.12275, -2.88128, 4.32177], [1.32648, -2.98470, 5.61601], [0.53494, -1.01615, 5.30762], [-0.23536, -0.31428, 4.32022], [0.21603, 0.64716, 3.64366], [1.45267, 1.28339, 3.72422], [1.87911, 1.95750, 2.23183], [2.52763, 3.21165, 2.42354], [2.61482, 0.93900, 1.52375], [0.18952, 2.05007, 1.70302], [-0.36488, 2.72921, 0.64334], [-1.73926, 2.62963, 0.45992], [-2.50922, 1.85074, 1.31319], [-1.93535, 1.16228, 2.37085], [-0.56707, 1.27508, 2.57081], [-2.51824, 0.55449, 3.04356], [-3.57347, 1.78325, 1.14742], [-2.20062, 3.14344, -0.36771], [0.24345, 3.31077, -0.02979], [2.17532, 0.87166, 4.29150], [-0.14075, -1.18479, 6.15153], [1.40762, -0.45528, 5.67489], [-1.71283, -1.87308, 0.89629], [-2.48685, -0.30739, -0.90848], [0.48752, 0.75307, -4.70108], [0.49276, 0.93648, -6.21516], [-0.09258, 1.81134, -6.48306], [1.51390, 1.07728, -6.55921], [0.07676, 0.06720, -6.71786], [0.98993, 1.59968, -4.23136], [1.02139, -0.16917, -4.43248], [-2.69203, -0.06585, -3.97136], [-1.98736, -0.21882, -5.58664]],
  "lowdin_charge": [-0.060, 0.079, 0.070, 0.062, -0.245, -0.254, 0.661, -0.282, -0.288, -0.281, -0.061, 0.008, -0.115, -0.019, -0.044, 0.120, 0.118, -0.457, 0.079, 0.079, 0.082, -0.162, 0.123, 0.121, -0.162, 0.105, 0.113, -0.217, 0.118, -0.371, 0.003, 0.727, -0.260, -0.302, -0.199, -0.027, -0.062, -0.050, 0.001, -0.147, 0.121, 0.116, 0.108, 0.124, 0.116, 0.116, 0.106, 0.130, 0.119, -0.269, -0.068, 0.084, 0.077, 0.067, 0.106, 0.115, 0.107, 0.118]
}



3.
{
  "formula": "C21H26NO2",
  "method": "wB97M-V/def2-TZVPD",
  "lumo_energy_ha": -0.1887,
  "relative_energy_kcal_mol": 59.4,
  "total_charge": 1,
  "largest_force_ev_per_a": 2.09,
  "species": ["C", "O", "C", "C", "C", "C", "C", "C", "C", "C", "C", "O", "C", "C", "C", "C", "C", "C", "H", "H", "H", "H", "H", "H", "H", "H", "H", "H", "H", "H", "H", "H", "H", "C", "C", "C", "N", "C", "C", "H", "H", "H", "H", "H", "H", "H", "H", "H", "H", "H"],
  "coordinates": [[5.74791, 3.43891, 1.40284], [5.42201, 2.03434, 1.47420], [4.12156, 1.69730, 1.26754], [3.82389, 0.32844, 1.46653], [2.53272, -0.12911, 1.36584], [1.43268, 0.72877, 1.06960], [0.10666, 0.20238, 1.02574], [-1.07764, 0.93972, 1.30900], [-2.34755, 0.29893, 1.21977], [-3.50318, 1.04591, 1.34069], [-3.44195, 2.44723, 1.54402], [-4.64238, 3.07978, 1.46991], [-5.65908, 2.01287, 1.15215], [-4.93175, 0.66148, 1.18131], [-2.21147, 3.08163, 1.78599], [-1.06791, 2.31309, 1.73650], [1.77500, 2.08451, 0.77795], [3.06599, 2.58063, 0.91268], [6.82403, 3.51626, 1.55403], [5.47042, 3.82462, 0.40880], [5.20909, 3.98102, 2.19741], [4.65606, -0.32955, 1.69933], [2.32857, -1.19008, 1.54326], [0.00931, -0.87393, 0.86519], [-2.43505, -0.77534, 1.02894], [-6.45482, 2.08161, 1.89678], [-6.05891, 2.21863, 0.15386], [-5.05405, 0.06477, 0.26721], [-5.24793, 0.05015, 2.04678], [-2.18181, 4.13905, 2.00488], [-0.11729, 2.76442, 2.01846], [1.00168, 2.76384, 0.41165], [3.26198, 3.64566, 0.73312], [-0.02088, -4.44063, -3.18715], [-1.32535, -3.81033, -2.69220], [-1.18905, -2.29794, -2.45662], [-0.04243, -1.95888, -1.58257], [1.22664, -2.50753, -2.09562], [1.16492, -4.02552, -2.31580], [-0.11664, -5.52364, -3.18282], [0.16085, -4.12347, -4.22220], [-2.13563, -3.98942, -3.40803], [-1.62056, -4.27854, -1.74005], [-1.05186, -1.78674, -3.43523], [-2.11370, -1.90335, -1.99822], [0.02489, -0.94925, -1.48143], [1.46511, -2.00630, -3.06033], [2.03043, -2.25981, -1.38124], [1.08031, -4.50598, -1.33039], [2.10615, -4.36061, -2.76206]],
  "lowdin_charge": [-0.037, -0.053, -0.227, 0.024, 0.000, -0.200, 0.095, -0.180, 0.065, -0.143, -0.180, 0.034, -0.063, -0.090, 0.047, 0.011, -0.013, 0.018, 0.101, 0.100, 0.107, 0.133, 0.132, 0.120, 0.142, 0.130, 0.131, 0.133, 0.138, 0.131, 0.113, 0.119, 0.119, -0.209, -0.196, -0.229, -0.092, -0.232, -0.196, 0.107, 0.114, 0.111, 0.113, 0.118, 0.105, 0.082, 0.119, 0.105, 0.114, 0.111]
}



4.
{
  "formula": "C21H27AsKN3O4S2",
  "method": "wB97M-V/def2-TZVPD",
  "lumo_energy_ha": 0.0087,
  "relative_energy_kcal_mol": 30.8,
  "largest_force_ev_per_a": 3.29,
  "species": ["K", "C", "C", "O", "C", "C", "C", "C", "C", "C", "O", "H", "H", "H", "H", "H", "H", "H", "O", "C", "N", "C", "O", "C", "C", "C", "C", "N", "C", "H", "H", "H", "H", "H", "H", "H", "H", "S", "C", "C", "N", "C", "H", "H", "H", "C", "As", "C", "C", "S", "H", "H", "H", "H", "H", "H", "H", "H", "H"],
  "coordinates": [[0.56972, -0.23856, 0.73563], [4.96569, 0.74094, 0.80134], [3.52926, 0.55120, 1.26369], [2.65620, 0.45449, 0.38843], [3.26193, 0.50957, 2.67987], [4.31408, 0.27346, 3.59497], [4.11643, 0.25599, 4.94692], [2.82334, 0.50222, 5.45091], [1.77958, 0.74680, 4.60820], [1.92933, 0.76431, 3.18147], [0.93990, 1.03402, 2.43512], [4.96478, 0.95673, -0.26473], [5.54245, -0.16990, 0.97432], [5.44317, 1.55706, 1.34150], [5.30514, 0.06986, 3.20942], [4.93999, 0.05701, 5.61947], [2.66524, 0.49815, 6.52314], [0.78305, 0.94006, 4.98685], [-7.43401, -0.37532, -1.12186], [-6.52630, -0.85178, -2.10635], [-5.93594, -2.06935, -1.66116], [-4.77584, -2.23430, -0.94866], [-4.39923, -3.33846, -0.61489], [-3.99522, -1.00157, -0.60891], [-4.53598, 0.06160, 0.10372], [-3.71712, 1.13455, 0.41584], [-2.39686, 1.11402, -0.00581], [-1.86358, 0.08957, -0.67360], [-2.64822, -0.94624, -0.95051], [-7.90073, 0.39542, -1.46260], [-5.73619, -0.12127, -2.29145], [-7.05335, -1.04754, -3.04347], [-6.48469, -2.91125, -1.74663], [-5.57435, 0.04222, 0.40858], [-4.09748, 1.97914, 0.97379], [-1.72987, 1.94661, 0.18777], [-2.19456, -1.78820, -1.46240], [1.41929, 5.08135, 0.48666], [0.63989, 5.57286, -0.96143], [-0.00029, 4.51417, -1.51926], [0.11886, 3.33081, -0.83794], [0.83712, 3.47674, 0.22930], [0.69364, 6.59128, -1.30857], [-0.57287, 4.54112, -2.43493], [1.06548, 2.67702, 0.92310], [1.61449, -4.16576, -2.67481], [1.43855, -2.57362, -1.57357], [0.55287, -1.33430, -2.77360], [3.26388, -1.94651, -1.50643], [0.48964, -3.09036, 0.18957], [2.00474, -3.91868, -3.66211], [0.64136, -4.64364, -2.76472], [2.29244, -4.85081, -2.16972], [1.21454, -1.15993, -3.62164], [0.32760, -0.39248, -2.27571], [-0.37327, -1.78498, -3.12455], [3.66753, -1.95939, -2.51896], [3.84404, -2.60826, -0.86604], [3.29074, -0.93791, -1.10256]],
  "lowdin_charge": [0.679, -0.014, -0.388, -0.183, -0.105, -0.060, -0.113, -0.093, -0.019, -0.388, -0.278, 0.080, 0.086, 0.087, 0.100, 0.092, 0.100, 0.109, -0.047, -0.264, 0.097, -0.438, 0.091, -0.121, -0.008, -0.030, -0.131, 0.028, -0.077, 0.092, 0.125, 0.127, 0.151, 0.115, 0.110, 0.090, 0.107, 1.004, -0.417, -0.259, -0.025, -0.465, 0.059, 0.100, 0.047, -0.268, 0.613, -0.240, -0.236, 0.091, 0.034, 0.033, 0.035, 0.040, 0.019, 0.034, 0.042, 0.048, 0.003]
}